22
Properties=species:S:1:pos:R:3:forces:R:3 method="wB97M-V/def2-TZVPD" homo_lumo_gap_ha=0.35388 max_force_ev_per_a=1.4 total_charge=0 multiplicity=1
C -1.3957 -1.8239 0.6706 -0.285 0.125 -0.221
C 0.0244 -1.5128 0.2237 0.234 0.409 1.226
O 0.9743 -2.1556 1.0969 -0.125 0.090 -0.014
C 0.3059 0.0170 0.1559 -0.188 -1.342 -0.009
C 0.1227 0.6838 1.5109 -0.318 0.055 -0.336
N -0.5184 0.5673 -0.9206 0.457 0.561 0.201
C 0.1430 1.3201 -2.0137 -0.198 -0.790 0.856
N 1.2818 2.1518 -1.7039 0.285 0.013 0.138
H -2.0962 -1.0470 0.3864 -0.032 0.245 -0.230
H -1.7442 -2.7220 0.1910 -0.155 -0.515 -0.016
H -1.5201 -1.9428 1.7483 0.339 -0.029 0.079
H 0.2350 -1.9513 -0.7397 -0.100 0.064 -0.432
H 0.6411 -2.1016 2.0018 0.070 -0.019 -0.217
H 1.3809 0.0625 -0.0382 -0.061 0.255 -0.433
H 0.5197 1.6784 1.4440 0.265 0.654 0.114
H 0.6906 0.1522 2.2582 0.167 -0.145 0.340
H -0.9105 0.7876 1.8519 -0.071 -0.250 -0.178
H -1.2478 1.1323 -0.5135 -0.072 0.131 -0.005
H 0.4901 0.5855 -2.7270 0.072 -0.094 -0.399
H -0.6610 1.8837 -2.4584 -0.109 0.359 -0.336
H 1.1847 2.6677 -0.8377 -0.241 0.116 -0.067
H 2.0997 1.5672 -1.5870 0.065 0.104 -0.061